(1)
C41H43N4O3SeTeTi as an isolated structure at a distorted geometry. Source: OMol25; level of theory: wB97M-V/def2-TZVPD.

Each line ends with the Löwdin charge.
CARTESIAN COORDINATES (ANGSTROEM)
Ti -2.43643 -0.17731 -0.51297  0.792
O -1.59359 1.44061 0.09650  -0.206
C -1.04927 1.99733 1.14784  -0.331
C 0.09545 2.80475 1.01260  0.009
C 0.59043 3.50732 2.08673  -0.083
C -0.02995 3.44041 3.34133  -0.109
C -1.13837 2.63974 3.49391  -0.052
C -1.65062 1.90042 2.42199  -0.150
C -2.82204 1.06695 2.61579  -0.087
N -3.24170 0.20067 1.78359  0.021
C -4.42537 -0.56821 2.15281  -0.178
C -5.23300 -0.83401 0.88808  -0.205
N -4.28899 -1.42019 -0.03992  -0.070
C -4.45360 -2.61108 -0.45080  -0.080
C -3.36501 -3.36479 -1.04139  -0.146
C -3.61265 -4.50189 -1.81281  -0.059
C -2.58407 -5.29647 -2.26778  -0.114
C -1.27621 -4.96699 -1.89845  -0.089
C -1.01356 -3.86959 -1.11033  -0.029
C -2.04289 -3.01163 -0.66980  -0.352
O -1.77413 -1.96544 0.07671  -0.231
H 0.55201 2.85103 0.03109  0.127
H 1.47314 4.12200 1.95909  0.105
H 0.36034 4.00823 4.17630  0.091
H -1.63856 2.57381 4.45541  0.107
H -3.35708 1.20815 3.56356  0.131
H -5.02762 -0.06030 2.91383  0.117
H -4.08850 -1.53037 2.55301  0.124
H -5.60337 0.10338 0.48268  0.048
H -6.07732 -1.50245 1.09132  0.120
H -5.40018 -3.13042 -0.26371  0.134
H -4.64178 -4.74889 -2.05395  0.107
H -2.78265 -6.16180 -2.88614  0.089
H -0.45254 -5.58776 -2.23171  0.099
H -0.00377 -3.62566 -0.80820  0.043
C -1.72000 0.59431 -4.32364  -0.037
C -1.04369 0.49434 -2.96686  -0.663
O 0.00205 1.10204 -2.75719  -0.043
N -1.68838 -0.27144 -2.05536  -0.093
Te 1.59569 -1.19611 -0.56057  1.564
C 3.47480 -1.45611 -1.53718  -0.423
C 3.52363 -1.25828 -2.92430  -0.311
C 2.29555 -0.89036 -3.71628  -0.086
C 4.74000 -1.40152 -3.58526  -0.023
C 5.90696 -1.72915 -2.90933  -0.279
C 7.21051 -1.89312 -3.64568  -0.061
C 5.83524 -1.93131 -1.53872  -0.030
C 4.63750 -1.81078 -0.83884  -0.307
C 4.64996 -2.04997 0.64777  -0.067
C 2.28481 0.11680 0.95866  -0.418
C 3.16538 1.16405 0.67599  -0.307
C 3.58874 1.50528 -0.72803  -0.050
C 3.63404 1.94697 1.73015  -0.033
C 3.20958 1.75560 3.03343  -0.290
C 3.69280 2.63360 4.15627  -0.054
C 2.27480 0.75664 3.27846  -0.027
C 1.80459 -0.06799 2.26652  -0.308
C 0.77260 -1.11424 2.59115  -0.079
H -0.97172 0.69704 -5.10868  0.069
H -2.34053 1.49324 -4.31421  0.061
H -2.36048 -0.26741 -4.50436  0.069
H 1.55384 -1.69286 -3.68271  0.081
H 2.55170 -0.71420 -4.76148  0.076
H 1.80172 -0.00281 -3.31561  0.033
H 4.77488 -1.24185 -4.65837  0.110
H 7.16582 -1.42769 -4.63036  0.070
H 7.44818 -2.95028 -3.78706  0.077
H 8.03573 -1.44264 -3.09201  0.073
H 6.73670 -2.19550 -0.99360  0.113
H 5.53803 -2.61291 0.93825  0.073
H 3.76087 -2.60193 0.95614  0.056
H 4.64707 -1.10721 1.19844  0.076
H 2.74248 1.40388 -1.41248  0.067
H 4.38466 0.84964 -1.08763  0.075
H 3.95209 2.53312 -0.77122  0.079
H 4.32204 2.75835 1.51006  0.114
H 4.25221 3.48906 3.77626  0.072
H 4.34518 2.08096 4.83637  0.076
H 2.84865 3.00794 4.73906  0.068
H 1.88480 0.62990 4.28382  0.118
H 0.51781 -1.08832 3.65124  0.077
H 1.13330 -2.11369 2.33859  0.063
H -0.14503 -0.96160 2.01906  0.055
Se -4.36487 1.30588 -1.73283  0.701
C -4.95949 2.40192 -0.28508  -0.661
C -6.27968 2.37481 0.16588  -0.154
C -6.65111 3.17401 1.23738  -0.182
N -5.82425 3.99389 1.88284  0.030
C -4.56836 4.03933 1.42490  -0.163
C -4.09767 3.29080 0.36017  -0.119
H -7.00096 1.72186 -0.30967  0.091
H -7.67428 3.14903 1.60344  0.092
H -3.89996 4.72001 1.94432  0.100
H -3.07309 3.37741 0.03381  0.093

## Properties
Molar mass: 894.2 Da
Net charge: -1
ΔE to the lowest compared entry with this formula, charge and spin: 10.3 kcal per mole
HOMO: -4.747 eV
Orbital gap: 7.08 eV

(2)
A 2-piece molecular cluster, C3H9I2NSi overall at a distorted geometry. Source: OMol25; level of theory: wB97M-V/def2-TZVPD.

Each line ends with the Löwdin charge.
CARTESIAN COORDINATES (ANGSTROEM)
C 1.42470 1.35650 -0.28196  -0.192
C 0.19196 -1.13875 1.32383  -0.307
C 1.21225 0.42967 -1.31649  0.080
N -0.59114 -1.26736 0.20668  -0.276
Si -1.96576 -0.56290 -0.39042  -0.430
I -4.10361 -1.76556 0.04815  0.310
I -2.24301 1.75516 0.54146  0.329
H 0.84064 2.28035 -0.39030  0.068
H 1.04642 0.95808 0.63965  0.022
H 2.51271 1.53747 -0.17875  0.113
H -0.41792 -1.50339 2.09449  0.070
H 1.22146 -1.42973 1.13842  0.076
H 0.31875 -0.02189 1.70318  0.070
H 0.32245 0.39796 -2.04117  0.076
H 1.80764 -0.50190 -1.35392  0.089
H -1.57755 -0.52371 -1.74283  -0.099

## Properties
Molar mass: 341.0 Da
ΔE to the lowest compared entry with this formula, charge and spin: 7.0 kcal per mole
HOMO: -8.254 eV
Orbital gap: 6.15 eV

(3)
A 6-piece molecular cluster, C36H83B2I2O4 overall at a distorted geometry. Source: OMol25; level of theory: wB97M-V/def2-TZVPD.

Each line ends with the Löwdin charge.
CARTESIAN COORDINATES (ANGSTROEM)
C 1.11564 2.00369 0.91617  -0.098
O 0.63755 1.74773 -0.38811  -0.006
B 1.13664 0.68386 -1.11974  -0.541
O 2.40235 0.20245 -0.71822  0.100
B 0.28601 -0.12263 -2.38209  -1.061
I 0.91732 0.86687 -4.45109  0.532
O -1.16143 -0.19646 -2.31960  -0.070
C -1.52843 -1.55289 -2.31230  -0.170
C -0.32067 -2.29441 -2.88701  -0.377
C -0.20739 -3.75701 -2.41355  -0.145
C 1.21081 -4.21320 -2.05436  -0.300
C 2.00217 -4.82667 -3.20226  -0.684
I 2.47059 -3.49139 -4.78535  0.826
O 0.76293 -1.51284 -2.44203  -0.112
H 0.31956 2.51103 1.47026  0.083
H 2.00930 2.63804 0.90701  0.082
H 1.37346 1.07541 1.43480  0.087
H 2.36908 -0.65415 -0.28057  0.091
H -2.44888 -1.71560 -2.88765  0.126
H -1.68250 -1.88862 -1.26951  0.121
H -0.37075 -2.25906 -3.98601  0.116
H -0.85156 -3.88540 -1.53486  0.100
H -0.59622 -4.42282 -3.19544  0.115
H 1.14024 -5.01329 -1.30234  0.097
H 1.76291 -3.38656 -1.60334  0.104
H 2.94884 -5.21994 -2.83010  0.021
H 1.44374 -5.65878 -3.63475  0.035
C -3.80455 -5.66812 -1.83087  -0.110
C -4.25413 -4.26785 -1.42862  -0.260
C -4.55700 -4.12719 0.06192  -0.224
C -5.69162 -5.01604 0.57609  -0.232
C -7.02850 -4.82323 -0.13898  -0.275
C -7.58935 -3.41138 -0.00915  -0.114
H -4.57814 -6.41531 -1.64107  0.061
H -3.55995 -5.71055 -2.89317  0.070
H -2.91083 -5.96190 -1.27451  0.072
H -5.12874 -3.97949 -2.01907  0.102
H -3.46886 -3.55459 -1.68453  0.078
H -4.78319 -3.07987 0.27860  0.103
H -3.64947 -4.35862 0.62924  0.110
H -5.83087 -4.82000 1.64466  0.107
H -5.39766 -6.06678 0.49934  0.099
H -7.74924 -5.53650 0.27119  0.101
H -6.92207 -5.07653 -1.19763  0.097
H -7.72546 -3.14236 1.04112  0.073
H -8.55753 -3.32367 -0.50451  0.067
H -6.92457 -2.67184 -0.45737  0.067
C 6.61212 -8.94223 0.89007  -0.115
C 6.11245 -8.57939 -0.50408  -0.272
C 5.25443 -7.31545 -0.53536  -0.227
C 3.97195 -7.38949 0.29597  -0.226
C 3.03221 -8.53697 -0.07496  -0.267
C 2.53389 -8.46095 -1.51355  -0.104
H 5.78616 -9.15098 1.57205  0.063
H 7.24765 -9.82881 0.86408  0.066
H 7.19710 -8.12449 1.31757  0.074
H 5.55081 -9.42090 -0.92029  0.097
H 6.96985 -8.43290 -1.16628  0.104
H 5.00428 -7.08224 -1.57365  0.098
H 5.85178 -6.47129 -0.17671  0.111
H 3.43388 -6.44280 0.18276  0.106
H 4.22517 -7.46507 1.35719  0.100
H 2.17595 -8.51448 0.60448  0.104
H 3.52641 -9.49863 0.09382  0.096
H 2.02327 -7.51057 -1.68694  0.058
H 1.83213 -9.26591 -1.73629  0.070
H 3.35386 -8.53214 -2.23001  0.069
C 5.40032 6.44993 1.74937  -0.114
C 4.87401 6.41360 0.31870  -0.268
C 3.78863 7.45302 0.04075  -0.229
C 2.52866 7.30319 0.89616  -0.227
C 1.85230 5.93812 0.79318  -0.269
C 1.35866 5.57895 -0.60188  -0.091
H 4.61330 6.22885 2.47272  0.060
H 6.19386 5.71570 1.89591  0.067
H 5.80722 7.43548 1.99062  0.072
H 4.49468 5.41308 0.09559  0.101
H 5.70256 6.58152 -0.37454  0.103
H 3.51854 7.40603 -1.01739  0.102
H 4.20408 8.45382 0.20308  0.106
H 1.81297 8.07781 0.60104  0.108
H 2.77227 7.50315 1.94427  0.096
H 0.99954 5.91929 1.47765  0.088
H 2.53444 5.15714 1.14442  0.088
H 0.64135 6.31260 -0.97784  0.076
H 0.85830 4.60957 -0.58370  0.060
H 2.17483 5.51024 -1.32296  0.077
C -1.28944 4.46969 -3.38214  -0.104
C -1.89582 3.71162 -2.20571  -0.254
C -2.87961 2.62424 -2.63357  -0.218
C -4.10363 3.13083 -3.39940  -0.226
C -4.93765 4.17866 -2.66214  -0.278
C -5.52014 3.67351 -1.34640  -0.120
H -2.04830 5.00785 -3.95686  0.061
H -0.55012 5.20025 -3.04797  0.052
H -0.78663 3.76789 -4.05015  0.043
H -2.37983 4.41734 -1.51910  0.096
H -1.09582 3.22741 -1.63981  0.091
H -3.19891 2.06750 -1.74823  0.105
H -2.34783 1.89591 -3.24973  0.097
H -4.74387 2.27407 -3.63865  0.106
H -3.78732 3.54598 -4.36069  0.100
H -5.75413 4.50516 -3.31428  0.097
H -4.32825 5.06694 -2.47098  0.094
H -6.14932 2.79529 -1.51271  0.071
H -6.13230 4.43731 -0.86194  0.062
H -4.73269 3.38806 -0.64760  0.064
C 1.98834 3.41362 4.56849  -0.102
C 0.47040 3.41061 4.71633  -0.264
C -0.19121 4.67182 4.16285  -0.225
C 0.22933 5.97596 4.84181  -0.229
C -0.02070 6.02498 6.34856  -0.272
C -1.49125 5.88512 6.72634  -0.115
H 2.44774 4.23219 5.12614  0.064
H 2.42325 2.48254 4.93461  0.070
H 2.27261 3.52395 3.51902  0.064
H 0.20143 3.27314 5.76833  0.097
H 0.06302 2.54699 4.18440  0.100
H -1.27751 4.55897 4.21647  0.105
H 0.04818 4.74404 3.09813  0.086
H -0.30706 6.80324 4.36523  0.110
H 1.29066 6.16011 4.65219  0.098
H 0.36067 6.97469 6.73404  0.102
H 0.55942 5.24261 6.84672  0.097
H -2.08890 6.67047 6.25758  0.074
H -1.63109 5.95844 7.80607  0.066
H -1.89837 4.92441 6.40766  0.065

## Properties
Molar mass: 855.5 Da
Net charge: -1
ΔE to the lowest compared entry with this formula, charge and spin: 0.0 kcal per mole
HOMO: -4.406 eV
Orbital gap: 6.63 eV

(4)
An isolated ion of composition C16H29IN3S3 and charge +1 at a distorted geometry. Source: OMol25; level of theory: wB97M-V/def2-TZVPD.

Each line ends with the Löwdin charge.
CARTESIAN COORDINATES (ANGSTROEM)
C 4.16192 -1.26880 1.24185  -0.054
C 3.09312 -0.25720 0.76387  -0.154
C 2.83843 -0.39162 -0.69333  -0.145
C 3.22378 0.43127 -1.72923  -0.204
C 3.96193 1.72855 -1.79796  -0.143
C 3.72391 2.74003 -0.65689  -0.256
C 2.27191 2.91002 -0.20488  -0.537
S 2.17437 3.52443 1.52248  0.731
N 2.78209 -0.19389 -2.89941  -0.442
I 3.01980 0.39564 -4.82684  1.087
C 2.13333 -1.31191 -2.56934  -0.137
N 2.14379 -1.45745 -1.24934  0.026
C 1.50440 -2.56698 -0.51534  -0.091
C 0.02159 -2.65810 -0.85257  -0.212
C -0.87852 -1.83271 0.11624  -0.471
S -1.87888 -0.65371 -0.82234  0.866
C -3.51901 -0.83985 -0.07429  -1.125
S -4.29364 -2.24939 -0.21255  0.760
N -3.93875 0.30803 0.58272  -0.202
C -3.29014 0.33116 1.94722  -0.214
C -4.19269 0.78451 3.08174  -0.080
C -5.39797 0.47464 0.56945  -0.269
C -5.97991 0.42028 -0.85638  -0.095
H 4.88100 -1.48472 0.45628  0.084
H 4.72343 -0.87025 2.08108  0.082
H 3.71842 -2.20365 1.57077  0.071
H 3.44325 0.73905 0.99195  0.085
H 2.18205 -0.44473 1.32869  0.113
H 3.70878 2.22345 -2.73133  0.062
H 5.02358 1.48533 -1.81777  0.132
H 4.03701 3.70390 -1.05278  0.115
H 4.39111 2.55547 0.17737  0.091
H 1.69496 1.99230 -0.23113  0.054
H 1.74901 3.67370 -0.76781  0.069
H 2.14360 2.36638 2.19345  -0.167
H 1.67860 -1.96453 -3.29027  0.147
H 2.01627 -3.48760 -0.77651  0.139
H 1.64454 -2.34528 0.53373  0.107
H -0.17443 -2.29830 -1.85797  0.074
H -0.30560 -3.69304 -0.82837  0.121
H -1.52213 -2.51368 0.66183  0.063
H -0.23883 -1.29781 0.81470  0.060
H -2.95955 -0.68223 2.17803  0.102
H -2.40192 0.95635 1.89239  0.109
H -3.55847 0.92212 3.95347  0.082
H -4.97520 0.06951 3.29718  0.080
H -4.60486 1.76575 2.86620  0.077
H -5.65753 1.44236 0.97666  0.108
H -5.90047 -0.29575 1.15403  0.098
H -6.52026 1.34279 -1.05760  0.072
H -5.20389 0.35965 -1.61265  0.065
H -6.69732 -0.38349 -0.96849  0.067

## Properties
SMILES: CCc1c(CCCS)[n+](I)cn1CCCSC(=S)N(CC)CC
Molar mass: 486.5 Da
Net charge: +1
HOMO: -10.604 eV
Orbital gap: 6.36 eV